(1)
Entry from the OMol25 dataset: C6H12O as an isolated structure (ωB97M-V/def2-TZVPD).

Geometry as XYZ:
```
19
Properties=species:S:1:pos:R:3:forces:R:3
C 2.839 0.175 0.569 -0.0205 -0.0265 0.0774
C 1.705 0.555 -0.368 0.1879 0.0319 -0.1722
O 0.449 0.635 0.306 -0.0333 -0.0605 0.0503
C -0.047 -0.581 0.695 0.0102 0.0873 0.1462
C -1.440 -0.364 1.240 -0.0496 -0.0122 0.1082
C -1.723 -0.752 -0.175 -0.1761 -0.0595 -0.1064
C -2.079 0.301 -1.191 0.0147 0.0066 -0.0186
H 2.643 -0.804 1.015 0.0460 0.1371 -0.0768
H 2.930 0.910 1.376 -0.0129 -0.0947 -0.1345
H 3.790 0.133 0.026 -0.1662 0.0208 0.0619
H 1.623 -0.161 -1.198 0.0188 0.0676 0.1145
H 1.862 1.550 -0.796 -0.0058 -0.1453 0.0577
H -0.456 -1.214 -0.357 -0.0815 0.0044 -0.0481
H -1.651 0.678 1.485 0.0199 -0.1406 -0.0507
H -1.767 -1.055 2.016 0.0741 0.1216 -0.1542
H -2.178 -1.735 -0.303 0.1276 0.1359 0.0096
H -2.080 -0.112 -2.207 0.0077 0.0956 0.1927
H -3.073 0.723 -0.993 0.1969 -0.0685 -0.0231
H -1.348 1.118 -1.139 -0.1579 -0.1008 -0.0339
```
Forces are in eV/Å.

E_tot: -310.915592 Eh
Multiplicity: 1
Total charge: 0
Gap between HOMO and LUMO: 9.03 eV
Energy relative to the best compared isomer or geometry (same formula, charge and spin): 90.2 kcal per mole

(2)
Entry from the OMol25 dataset: one molecule with the formula C6H12O at a distorted geometry (ωB97M-V/def2-TZVPD).

Geometry as XYZ:
```
19
Properties=species:S:1:pos:R:3:forces:R:3
C 2.352 -0.389 0.340 0.2107 -0.1738 -0.0027
C 1.516 0.659 -0.366 -0.2390 -0.3283 0.3863
C 0.148 0.632 0.382 -0.2204 -1.0358 0.6918
C -1.075 0.926 -0.498 -0.0391 -0.1375 0.2002
C -2.097 -0.059 0.007 -0.2956 -0.2328 -0.3189
C -1.497 -1.465 -0.023 -1.1255 -0.2134 -0.8388
O -0.631 -1.822 -0.787 -0.4485 -0.0894 0.2672
H 2.428 -0.127 1.403 0.1131 -0.1731 -0.1779
H 1.805 -1.335 0.250 0.4068 -0.0068 0.0997
H 3.353 -0.487 -0.081 0.0319 -0.0948 0.0670
H 2.044 1.638 -0.336 -0.6697 -0.3541 0.2180
H 1.422 0.418 -1.439 -0.2490 -0.0739 0.4458
H 0.216 1.324 1.227 -0.1425 0.0020 -0.0489
H -1.464 1.949 -0.412 0.2522 -0.1483 -0.0363
H -0.875 0.716 -1.557 0.1246 0.1136 0.2980
H -2.967 -0.127 -0.653 -0.2710 0.0080 0.1056
H -2.452 0.223 1.011 0.0997 -0.3511 -0.2278
H -0.173 -0.483 0.928 2.1917 3.4658 -1.2248
H -2.053 -2.192 0.602 0.2696 -0.1763 0.0966
```
Forces are in eV/Å.

E_tot: -310.996679 Eh
Multiplicity: 1
SMILES string: CCCCCC=O
Total charge: 0
Gap between HOMO and LUMO: 10.89 eV
Energy relative to the best compared isomer or geometry (same formula, charge and spin): 39.3 kcal per mole

(3)
Entry from the OMol25 dataset: one molecule with the formula C6H12O (ωB97M-V/def2-TZVPD).

Geometry as XYZ:
```
19
Properties=species:S:1:pos:R:3:forces:R:3
C 1.092 -0.760 2.237 -0.0956 0.0266 -0.0042
C 1.054 -0.640 0.705 -0.0420 -0.1579 0.0472
C -0.147 0.109 0.126 0.0122 0.0969 0.0318
C 0.096 0.345 -1.375 0.0118 -0.0043 -0.1065
C -0.837 1.373 -1.997 -0.0778 0.0677 -0.0442
C -1.457 -0.626 0.313 -0.3629 0.2794 0.0141
O -2.502 -0.100 0.628 0.6452 -0.3183 -0.1204
H 2.048 -0.371 2.562 0.1436 0.0502 0.3851
H 0.307 -0.172 2.730 0.1347 -0.1010 -0.1702
H 1.020 -1.787 2.604 -0.0888 0.1029 -0.1447
H 1.947 -0.097 0.374 -0.1424 -0.1178 0.0166
H 1.121 -1.632 0.238 -0.0408 0.0993 0.0310
H -0.259 1.079 0.630 0.0329 -0.0986 -0.0907
H 0.034 -0.612 -1.915 -0.0329 0.1184 0.1041
H 1.136 0.679 -1.483 -0.1574 -0.0406 -0.0131
H -0.613 1.513 -3.058 -0.0526 -0.0283 0.1181
H -0.721 2.342 -1.500 -0.0484 -0.1158 -0.0640
H -1.886 1.075 -1.904 0.1059 0.0498 -0.0186
H -1.433 -1.717 0.086 0.0551 0.0914 0.0284
```
Forces are in eV/Å.

E_tot: -311.039129 Eh
Multiplicity: 1
SMILES string: CCC(C=O)CC
Total charge: 0
Gap between HOMO and LUMO: 10.79 eV
Energy relative to the best compared isomer or geometry (same formula, charge and spin): 12.6 kcal per mole

(4)
Entry from the OMol25 dataset: a 2-piece molecular cluster, C6H12O overall (ωB97M-V/def2-TZVPD).

Geometry as XYZ:
```
19
Properties=species:S:1:pos:R:3:forces:R:3
C -2.301 -0.234 0.236 -0.1801 -0.5694 -0.1633
C -1.353 -1.390 0.558 -0.2810 0.5058 -0.0488
O -1.723 1.036 0.390 0.4512 0.4180 0.0776
H -0.922 1.065 -0.148 -0.1019 0.0008 0.0233
H -3.151 -0.249 0.919 -0.0689 -0.0618 -0.0626
H -2.684 -0.347 -0.789 -0.0488 -0.0598 0.1126
H -1.865 -2.337 0.420 -0.0551 -0.1865 -0.0268
H -0.488 -1.356 -0.100 0.0855 -0.0857 -0.0579
H -1.011 -1.315 1.585 0.0957 -0.0237 0.1409
C 1.697 0.650 0.387 0.1900 -0.0443 0.4458
C 1.423 0.379 -1.005 -0.0519 -0.0192 -0.3678
C 2.134 -0.268 1.242 -0.0113 0.1960 -0.0576
C 0.945 1.287 -1.850 0.0484 -0.1095 -0.0748
H 1.522 1.666 0.715 -0.0096 0.1268 0.1368
H 1.632 -0.626 -1.348 -0.0080 -0.1266 -0.1021
H 0.757 1.063 -2.885 -0.0458 -0.1109 -0.1964
H 0.744 2.297 -1.536 -0.0367 0.2744 0.1477
H 2.336 -0.036 2.272 0.0046 0.0944 0.2158
H 2.309 -1.287 0.937 0.0238 -0.2190 -0.1425
```
Forces are in eV/Å.

E_tot: -310.992793 Eh
Multiplicity: 1
SMILES string: C=CC=C.CCO
Total charge: 0
Gap between HOMO and LUMO: 9.99 eV
Energy relative to the best compared isomer or geometry (same formula, charge and spin): 41.7 kcal per mole

(5)
Entry from the OMol25 dataset: an isolated ion of composition C6H12O and charge +1 at a distorted geometry (ωB97M-V/def2-TZVPD).

Geometry as XYZ:
```
19
Properties=species:S:1:pos:R:3:forces:R:3
C -1.816 -1.240 -0.498 1.0737 -1.1736 -0.7751
O -0.836 -2.279 -0.689 0.3347 0.0945 0.1853
C -1.252 0.139 -0.848 -0.2846 0.0672 -0.6179
C -0.839 0.899 0.400 -0.6076 0.3092 0.2607
C 0.494 0.409 0.944 -0.3788 0.8026 0.5260
C 2.969 0.659 0.555 1.2484 -0.1650 0.3201
C 1.635 0.815 0.166 0.3160 -0.2680 -0.0824
H -2.684 -1.483 -1.114 -0.1802 0.1839 0.3352
H -2.006 -1.378 0.561 -0.6238 0.4931 0.1099
H -0.743 -2.523 -1.613 -0.1705 0.0943 -0.1056
H -0.395 0.040 -1.526 0.0855 -0.3418 0.1686
H -1.965 0.635 -1.514 -0.1353 0.4519 0.6344
H -0.794 1.983 0.311 0.2866 0.1358 -0.5732
H -1.627 0.816 1.154 0.1985 -0.4321 0.0901
H 0.619 0.751 1.992 0.3154 -0.0090 -0.0592
H 0.564 -0.673 1.116 -0.0543 -0.4779 -0.1804
H 3.357 0.245 1.481 -0.7981 -0.1312 0.2967
H 3.818 0.941 -0.059 -0.3959 0.2453 -0.4989
H 1.502 1.246 -0.821 -0.2298 0.1209 -0.0344
```
Forces are in eV/Å.

E_tot: -310.664386 Eh
Multiplicity: 2
Total charge: +1
Gap between HOMO and LUMO (spin up / spin down): 8.53 / 4.82 eV
Energy relative to the best compared isomer or geometry (same formula, charge and spin): 33.2 kcal per mole

(6)
Entry from the OMol25 dataset: a 2-piece molecular cluster, C6H12O overall at a distorted geometry (ωB97M-V/def2-TZVPD).

Geometry as XYZ:
```
19
Properties=species:S:1:pos:R:3:forces:R:3
C 0.285 -3.217 0.963 0.3805 0.6919 -1.3121
C -0.243 -1.842 0.874 -0.7465 3.7840 1.2900
C 0.173 -0.517 0.419 0.2750 -2.6364 -0.6641
C -0.391 0.742 0.814 1.8167 -4.9825 2.3432
C -0.276 1.914 0.222 -0.6619 3.3866 -3.9726
C -1.524 2.845 0.216 2.4613 1.3867 1.8206
H -0.554 -3.956 0.978 0.9000 0.6116 0.5117
H 0.976 -3.455 0.132 -0.0985 0.0070 0.7038
H 0.842 -3.048 1.935 -0.4271 -0.9957 -0.6508
H -1.100 -1.703 1.531 -0.2427 -0.2626 0.0361
H 0.892 -0.594 -0.378 0.2779 0.5169 -0.5306
H -0.545 0.688 1.870 -2.1607 0.2785 0.7159
H 0.625 2.076 -0.429 -1.1042 0.0805 0.2438
H -1.119 3.866 0.616 -0.8136 -1.5517 -0.3798
H -2.161 2.368 0.982 -0.3717 0.7573 -0.7332
H -2.004 3.175 -0.743 0.5993 -1.1055 0.6458
H 1.771 0.747 -3.274 1.2106 1.7224 -1.9471
H 0.817 0.284 -2.375 0.1468 -0.8488 0.1314
O 1.676 0.001 -2.737 -1.4412 -0.8401 1.7480
```
Forces are in eV/Å.

E_tot: -310.632240 Eh
Multiplicity: 2
Total charge: +1
Gap between HOMO and LUMO (spin up / spin down): 8.40 / 7.82 eV
Energy relative to the best compared isomer or geometry (same formula, charge and spin): 53.4 kcal per mole

What is the E_tot in the sixth record?
-310.632240 Eh